Here is a molecular structure, C32H27ClN6O8Rb at a distorted geometry from the Open Molecules 2025 dataset. Energies are from ωB97M-V/def2-TZVPD.

## Properties
ΔE to the lowest compared entry with this formula, charge and spin: 139.1 kJ/mol
net charge: -1
orbital gap: 0.163 Eh

Last column: Mulliken charge in e.
Atoms and positions in Å:
Rb 0.109 -0.646 -0.629  0.610
O -0.420 -6.237 0.948  -0.565
C -1.461 -5.971 1.713  0.366
O -2.033 -6.831 2.343  -0.630
C -1.902 -4.549 1.771  0.034
C -3.144 -4.115 2.187  0.241
Cl -4.427 -5.017 2.861  -0.164
N -3.206 -2.771 2.034  0.577
N -2.022 -2.292 1.577  -0.442
C -1.245 -3.339 1.414  0.187
C 0.177 -3.134 0.921  0.625
O 0.629 -4.029 0.170  -0.825
O 0.743 -2.086 1.267  -0.593
C -4.260 -1.843 2.219  0.293
C -5.583 -2.169 1.966  -0.400
C -6.564 -1.203 2.134  -0.817
C -6.234 0.081 2.538  -0.550
C -4.903 0.400 2.766  -0.331
C -3.916 -0.555 2.610  -0.059
H -0.049 -5.397 0.486  0.469
H -5.854 -3.151 1.611  0.427
H -7.593 -1.464 1.928  0.352
H -7.004 0.830 2.660  0.445
H -4.623 1.402 3.061  0.329
H -2.877 -0.318 2.774  0.270
O 6.216 5.701 -0.811  -0.660
N 5.106 5.519 -1.269  1.077
O 4.554 6.282 -2.041  -0.644
C 4.384 4.282 -0.849  -0.608
C 5.079 3.488 -0.009  -0.567
C 4.519 2.266 0.476  1.168
C 5.209 1.409 1.353  -0.688
C 4.599 0.259 1.772  -1.078
C 3.297 -0.020 1.314  -0.327
N 2.644 0.771 0.493  0.069
C 3.235 1.899 0.069  -0.321
C 2.491 2.762 -0.844  -0.050
N 1.265 2.331 -1.188  0.290
C 0.541 3.054 -2.006  -0.276
C 0.995 4.270 -2.530  -1.006
C 2.240 4.731 -2.187  -0.471
C 3.048 3.969 -1.316  0.711
H 6.073 3.781 0.299  0.544
H 6.206 1.671 1.683  0.450
H 5.087 -0.432 2.444  0.444
H 2.763 -0.912 1.620  0.573
H -0.437 2.659 -2.254  0.482
H 0.365 4.838 -3.200  0.437
H 2.598 5.663 -2.584  0.541
O 0.697 1.788 2.745  -0.515
C -0.692 1.776 2.995  0.032
C -1.336 3.125 2.706  -0.654
C -1.370 3.501 1.221  -0.478
C -2.430 2.748 0.466  0.465
C -3.750 3.193 0.508  -0.721
C -4.727 2.478 -0.159  -0.526
C -4.357 1.348 -0.862  -0.679
C -3.022 0.968 -0.862  -0.693
N -2.078 1.644 -0.199  0.409
H 0.873 1.521 1.834  0.175
H -0.800 1.538 4.058  0.415
H -1.169 0.972 2.428  -0.101
H -0.783 3.884 3.265  0.384
H -2.357 3.119 3.102  0.351
H -0.397 3.300 0.766  -0.226
H -1.555 4.574 1.113  0.518
H -3.996 4.088 1.066  0.467
H -5.760 2.804 -0.135  0.403
H -5.079 0.760 -1.411  0.505
H -2.684 0.098 -1.428  0.509
C -1.521 -2.359 -3.060  -0.770
O -1.359 -1.072 -2.635  -0.826
H -1.732 -2.459 -4.146  0.236
H -2.364 -2.893 -2.568  0.173
H -0.643 -3.017 -2.884  0.208

Here is a molecular structure, C32H27Co2O7Si at a distorted geometry from the Open Molecules 2025 dataset. Energies are from ωB97M-V/def2-TZVPD.

## Properties
ΔE to the lowest compared entry with this formula, charge and spin: 94.0 kJ/mol
net charge: -1
orbital gap: 0.218 Eh

Last column: Mulliken charge in e.
Atoms and positions in Å:
C 5.095 -1.146 -0.714  -1.083
Si 3.630 -1.184 -1.850  0.314
C 3.328 0.387 -2.799  -1.008
C 3.648 -2.645 -3.001  -1.012
O 2.338 -1.343 -0.730  -0.490
C 1.001 -1.295 -1.009  0.428
C 0.246 -0.204 -0.577  -1.363
C -1.180 -0.374 -0.394  0.846
C -1.713 -1.620 0.007  -0.303
C -3.085 -1.790 0.169  -1.045
C -3.942 -0.692 0.029  -0.648
C -3.423 0.574 -0.266  -0.468
C -2.060 0.732 -0.500  -0.085
C 0.460 -2.404 -1.817  0.300
C -0.362 -2.118 -2.931  -0.170
C -0.690 -3.130 -3.832  -0.842
C -0.252 -4.439 -3.606  -0.428
C 0.489 -4.742 -2.456  -0.754
C 0.855 -3.734 -1.568  -0.129
H 6.019 -0.942 -1.271  0.345
H 4.978 -0.374 0.057  0.307
H 5.212 -2.110 -0.200  0.294
H 4.152 0.567 -3.506  0.393
H 2.395 0.329 -3.377  0.295
H 3.257 1.256 -2.130  0.300
H 4.536 -2.573 -3.647  0.427
H 3.700 -3.593 -2.452  0.305
H 2.762 -2.675 -3.648  0.246
H 0.673 0.800 -0.686  0.510
H -1.026 -2.452 0.173  0.591
H -3.484 -2.782 0.386  0.385
H -5.022 -0.819 0.141  0.387
H -4.093 1.433 -0.371  0.397
H -1.640 1.691 -0.824  0.417
H -0.712 -1.090 -3.063  0.393
H -1.300 -2.890 -4.706  0.385
H -0.504 -5.229 -4.314  0.377
H 0.794 -5.768 -2.243  0.380
H 1.455 -3.948 -0.679  0.439
O -3.791 4.807 1.921  -0.585
C -2.714 4.404 1.670  0.276
Co -1.390 3.243 2.329  -0.609
C -1.064 3.941 3.926  0.019
O -0.916 4.463 4.948  -0.435
C -2.686 2.181 2.891  0.404
O -3.641 1.633 3.264  -0.428
C 0.017 3.537 1.236  -1.157
C -0.136 2.198 1.550  1.494
C 0.562 1.006 1.512  -1.364
C 0.182 0.001 2.500  1.323
C 1.109 -0.715 3.286  -0.989
C 0.641 -1.560 4.296  -0.596
C -0.735 -1.723 4.496  -0.638
C -1.660 -1.073 3.673  -1.410
C -1.188 -0.246 2.661  0.955
Co -1.281 4.700 0.350  0.041
C -1.690 6.416 0.292  0.350
O -1.949 7.538 0.170  -0.426
C -2.436 4.044 -0.834  0.269
O -3.255 3.726 -1.590  -0.376
C 0.073 5.253 -0.648  0.499
O 0.976 5.630 -1.260  -0.411
H 1.002 4.012 1.376  0.733
H 1.607 1.003 1.183  0.568
H 2.180 -0.568 3.108  0.397
H 1.360 -2.093 4.931  0.349
H -1.118 -2.368 5.287  0.373
H -2.736 -1.213 3.786  0.427
H -1.857 0.159 1.893  0.316

Here is a molecular structure, C32H27F3N5O5OsS from the Open Molecules 2025 dataset. Energies are from ωB97M-V/def2-TZVPD.

## Properties
net charge: +1
orbital gap (spin up / spin down): 0.217 / 0.217 Eh

Last column: Mulliken charge in e.
Atoms and positions in Å:
Os -1.195 -1.350 -0.240  0.898
O -7.198 -2.569 -0.179  -0.462
C -6.023 -2.384 -0.163  0.448
C -5.313 -1.017 0.036  -0.153
O -5.830 0.039 0.281  -0.555
C -3.912 -1.363 -0.134  0.190
C -3.636 -2.695 -0.338  1.497
O -2.419 -3.094 -0.468  -0.912
C -4.925 -3.467 -0.367  -0.054
O -5.078 -4.642 -0.504  -0.487
O -2.821 -0.543 -0.083  -0.821
F 4.251 5.532 3.118  -0.256
C 3.938 5.641 1.812  0.829
F 3.364 6.837 1.637  -0.279
F 5.100 5.647 1.136  -0.250
C 3.052 4.509 1.374  0.358
C 3.503 3.207 1.560  -1.080
C 2.709 2.143 1.178  0.103
C 1.456 2.370 0.599  0.412
C 1.021 3.680 0.407  -0.523
C 1.815 4.746 0.796  -0.844
C 0.612 1.263 0.259  -0.018
C -0.075 0.290 0.027  -0.305
H 4.474 3.032 2.006  0.425
H 3.053 1.126 1.325  0.301
H 0.050 3.857 -0.036  0.530
H 1.473 5.761 0.651  0.505
N -0.693 -2.132 1.454  0.110
S 0.082 -1.621 2.830  -0.056
C -0.513 0.042 3.089  0.876
C -1.883 0.238 2.987  -0.518
C -2.388 1.505 3.222  -0.667
C -1.533 2.542 3.572  -0.763
C -0.171 2.316 3.696  -0.360
C 0.354 1.056 3.457  -0.282
C 1.824 -1.503 2.502  0.677
C 2.369 -1.546 1.231  0.192
C 3.748 -1.503 1.094  -0.666
C 4.559 -1.411 2.217  -0.628
C 4.001 -1.390 3.488  -0.564
C 2.625 -1.460 3.639  -0.384
H -1.003 -3.090 1.600  0.338
H -2.548 -0.572 2.718  0.460
H -3.451 1.678 3.129  0.465
H -1.933 3.531 3.750  0.434
H 0.496 3.125 3.964  0.452
H 1.420 0.895 3.523  0.190
H 1.738 -1.599 0.356  -0.033
H 4.188 -1.532 0.107  0.440
H 5.634 -1.373 2.101  0.435
H 4.633 -1.341 4.363  0.437
H 2.183 -1.478 4.628  0.483
C 0.039 -0.173 -2.856  -0.492
N -0.871 -1.270 -2.330  0.184
C -2.197 -1.139 -3.074  -0.554
N -1.999 -1.229 -4.489  0.153
C -1.102 -0.156 -4.929  -0.642
N 0.203 -0.275 -4.281  0.165
C 0.782 -1.575 -4.617  -0.704
N -0.089 -2.671 -4.181  0.105
C -0.267 -2.603 -2.758  -0.611
C -1.396 -2.522 -4.826  -0.702
H 0.999 -0.267 -2.351  0.137
H -0.409 0.780 -2.578  0.242
H -2.623 -0.173 -2.801  0.257
H -2.845 -1.946 -2.732  0.254
H -1.546 0.810 -4.682  0.327
H -0.976 -0.218 -6.009  0.331
H 1.756 -1.674 -4.136  0.339
H 0.917 -1.638 -5.696  0.325
H 0.703 -2.694 -2.260  0.262
H -0.936 -3.390 -2.409  0.366
H -2.057 -3.327 -4.503  0.344
H -1.269 -2.584 -5.906  0.351